A structure of composition C6H10O, computed with ωB97M-V/def2-TZVPD.

Calculated values
E_HOMO = -7.14 eV
Kohn-Sham gap = 0.2913 Ha
Molecular weight = 98.14 g mol⁻¹
Relative energy (zero: lowest compared OMol25 entry of this formula, charge and spin) = 114.9 kcal/mol
E_LUMO = 0.8 eV

The geometry in ORCA input format:
```
! wB97M-V def2-TZVPD RIJCOSX def2/J DEFGRID3
* xyz 0 1
C 1.484 -0.096 -1.624
O 0.355 0.703 -1.236
C -0.042 0.618 0.030
C -1.096 -1.079 0.452
C -1.039 1.686 0.359
C 0.425 -0.344 0.926
C 1.378 -0.812 1.691
H 1.178 -1.142 -1.739
H 1.801 0.312 -2.582
H 2.276 -0.029 -0.877
H -1.519 -0.982 -0.555
H -1.851 -0.819 1.195
H -0.750 -2.106 0.574
H -1.457 1.543 1.356
H -1.835 1.725 -0.392
H -0.512 2.646 0.339
H 1.203 -1.825 2.081
*
```